Run A
Molecular formula: C2H14O6
Method: DFT, ωB97M-V/def2-TZVPD

Computed properties:
Charge: 0
LUMO energy in eV: 0.5
Highest occupied orbital energy in Eh: -0.383
SMILES: OCCO.O.O.O.O
Frontier orbital gap in eV: 10.95

CARTESIAN COORDINATES (ANGSTROEM)
1 O -2.99958 -2.67627 1.55314
2 C -2.95795 -1.42727 0.85485
3 C -2.28453 -0.29190 1.65984
4 O -0.87778 -0.26558 1.60458
5 H -2.12160 -2.86746 1.89110
6 H -2.57002 -1.64221 -0.14085
7 H -4.01814 -1.25625 0.66813
8 H -2.64582 -0.33972 2.68711
9 H -2.67295 0.64998 1.27242
10 H -0.56760 0.22049 2.37213
11 O 2.79148 -1.48690 -1.37866
12 H 3.52856 -0.92341 -1.61408
13 H 2.50199 -1.86315 -2.20983
14 O 0.54532 3.10258 -0.95456
15 H 0.70348 2.22331 -0.61090
16 H 1.38182 3.55567 -0.84872
17 O 3.44922 1.40645 -1.97384
18 H 3.42718 2.36245 -1.93131
19 H 2.66642 1.17026 -2.47150
20 O 0.81593 0.45407 -0.31685
21 H 1.56284 -0.11618 -0.49898
22 H 0.34173 0.01106 0.38680


Run B
Molecular formula: C2H14O6
Method: DFT, ωB97M-V/def2-TZVPD

Computed properties:
Charge: 0
LUMO energy in eV: 0.2
Highest occupied orbital energy in Eh: -0.366
SMILES: OCCO.O.O.O.O
Frontier orbital gap in eV: 10.16

CARTESIAN COORDINATES (ANGSTROEM)
1 O -2.21146 1.69651 -1.28800
2 C -1.30573 1.68374 -0.19177
3 C -1.95802 1.25560 1.10573
4 O -2.75564 0.09079 0.94879
5 H -2.12160 0.85569 -1.74489
6 H -0.46741 1.01553 -0.41416
7 H -0.88957 2.68769 -0.09144
8 H -2.57468 2.06133 1.53364
9 H -1.17496 1.03889 1.83352
10 H -3.14637 0.13360 0.06983
11 O 1.06129 -0.81960 0.43686
12 H 1.97002 -0.63785 0.69856
13 H 1.06840 -0.80008 -0.53343
14 O -0.55999 -3.06357 1.12414
15 H 0.01027 -2.28721 1.00450
16 H -1.32744 -2.72528 1.59458
17 O 0.79092 -0.46448 -2.38882
18 H 1.46661 0.02612 -2.86751
19 H 0.75665 -1.32954 -2.81124
20 O 4.37929 -0.22294 0.28580
21 H 4.49468 -0.84201 1.01427
22 H 4.49474 0.64707 0.68104


Order of stability, best first: run B, run A


Run A
Molecular formula: H3N3O2S
Method: DFT, ωB97M-V/def2-TZVPD

Computed properties:
Charge: 0
LUMO energy in eV: 0.3
Highest occupied orbital energy in Eh: -0.354
SMILES: NN(S)[N+](=O)[O-]
Frontier orbital gap in eV: 9.97

CARTESIAN COORDINATES (ANGSTROEM)
1 N 0.25842 -1.43190 -0.29978
2 N 0.23341 -0.03979 -0.11493
3 S 1.82510 0.62721 0.02520
4 N -0.79519 0.74232 -0.09870
5 O -1.96591 0.16328 -0.33434
6 O -0.66976 1.93168 -0.01322
7 H -0.57655 -1.52305 -0.83261
8 H 0.15510 -1.84135 0.59487
9 H 1.53538 1.37160 1.07351


Run B
Molecular formula: H3N3O2S
Method: DFT, ωB97M-V/def2-TZVPD

Computed properties:
Charge: 0
LUMO energy (alpha / beta) in eV: -2.4 / -0.8
Highest occupied orbital energy (alpha / beta) in Eh: -0.411 / -0.355
Frontier orbital gap (alpha / beta) in eV: 8.74 / 8.90

CARTESIAN COORDINATES (ANGSTROEM)
1 N -1.55499 0.53228 0.73308
2 N 0.22661 -1.21259 -0.26093
3 N 0.97069 -0.17172 0.27211
4 O 1.31600 -0.25162 1.42799
5 O 1.26046 0.76171 -0.49038
6 S -0.16460 -1.24681 -1.75824
7 H -0.87784 1.20080 0.39977
8 H -1.53464 0.50383 1.74704
9 H 0.35829 -0.11588 -2.07045


Order of stability, best first: run A, run B


Run A
Molecular formula: C19H32N2O5
Method: DFT, ωB97M-V/def2-TZVPD

Computed properties:
Charge: 0
LUMO energy in eV: 0.7
Highest occupied orbital energy in Eh: -0.343
SMILES: CCO[C@H]1CC[C@@H]1C(=O)N[C@@H]1C[C@H](C(=O)NC2(CCOC)CC2)C[C@H]1O
Frontier orbital gap in eV: 10.05

CARTESIAN COORDINATES (ANGSTROEM)
1 C -0.22955 2.65827 -0.36789
2 C -0.24027 2.94460 -1.85662
3 O 0.88967 2.36705 -2.50601
4 C 0.71283 1.02419 -2.87396
5 C 0.44428 0.66749 -4.34996
6 C 1.42916 -0.51621 -4.17902
7 C 2.00880 0.19957 -2.94675
8 C 2.33224 -0.58536 -1.70187
9 O 2.35200 -1.80681 -1.65487
10 N 2.51808 0.19219 -0.61023
11 C 2.65444 -0.34960 0.72579
12 C 1.51737 -1.29990 1.14180
13 C 1.14291 -0.90746 2.60335
14 C -0.22710 -0.24088 2.61374
15 O -0.38806 0.95984 2.73621
16 N -1.27126 -1.10650 2.45672
17 C -2.60773 -0.63063 2.21474
18 C -2.86179 0.00657 0.86542
19 C -2.73680 -0.95026 -0.30563
20 O -1.36895 -1.12701 -0.62497
21 C -1.17388 -2.07101 -1.65880
22 C -3.69968 -1.44753 2.84442
23 C -3.33303 -0.10087 3.41023
24 C 2.24149 0.05569 3.05268
25 C 2.62821 0.77053 1.76581
26 O 3.81085 1.54404 1.81518
27 H -1.10807 3.08478 0.11958
28 H -0.22564 1.58399 -0.17237
29 H 0.65647 3.09552 0.09510
30 H -1.16243 2.57814 -2.32225
31 H -0.18184 4.01690 -2.04490
32 H -0.00745 0.53132 -2.20953
33 H -0.58022 0.44943 -4.64900
34 H 0.85833 1.44192 -4.99614
35 H 0.93294 -1.44097 -3.88913
36 H 2.11193 -0.72413 -4.99869
37 H 2.83415 0.86278 -3.21569
38 H 2.47778 1.19442 -0.72118
39 H 3.61505 -0.87380 0.80609
40 H 0.66517 -1.17618 0.47383
41 H 1.83262 -2.33822 1.06685
42 H 1.09098 -1.78971 3.24360
43 H -1.04754 -2.03592 2.13751
44 H -3.87648 0.41284 0.87051
45 H -2.18069 0.84741 0.72442
46 H -3.19230 -1.92126 -0.06224
47 H -3.26477 -0.55168 -1.18287
48 H -0.10057 -2.20137 -1.78932
49 H -1.62446 -3.03620 -1.39975
50 H -1.62053 -1.72227 -2.59856
51 H -4.62928 -1.53949 2.29860
52 H -3.41067 -2.32443 3.40721
53 H -2.78480 -0.07532 4.34020
54 H -4.01277 0.72514 3.25436
55 H 1.91160 0.74836 3.82373
56 H 3.10220 -0.50859 3.42742
57 H 1.83037 1.47268 1.51222
58 H 4.54668 0.96394 2.04083


Run B
Molecular formula: C19H32N2O5
Method: DFT, ωB97M-V/def2-TZVPD

Computed properties:
Charge: 0
LUMO energy in eV: 0.7
Highest occupied orbital energy in Eh: -0.344
SMILES: CCO[C@H]1CC[C@@H]1C(=O)N[C@@H]1C[C@H](C(=O)NC2(CCOC)CC2)C[C@H]1O
Frontier orbital gap in eV: 10.09

CARTESIAN COORDINATES (ANGSTROEM)
1 C -0.65229 2.01324 -3.64412
2 C -0.92163 1.64667 -5.09061
3 O 0.25910 1.37562 -5.83620
4 C 0.86470 0.13178 -5.61101
5 C 1.55306 -0.46878 -6.84447
6 C 2.73482 -0.88089 -5.94393
7 C 2.23934 0.11233 -4.87442
8 C 2.23602 -0.37266 -3.44676
9 O 2.09461 -1.55363 -3.15805
10 N 2.32550 0.58982 -2.50029
11 C 2.20289 0.32243 -1.07673
12 C 0.98345 -0.51738 -0.67153
13 C 0.54233 0.02231 0.72491
14 C -0.90081 0.48465 0.60486
15 O -1.20417 1.63173 0.32782
16 N -1.83016 -0.49326 0.80988
17 C -3.21126 -0.30117 0.44709
18 C -3.48960 -0.29479 -1.04171
19 C -3.09073 -1.58803 -1.73551
20 O -1.74870 -1.48375 -2.17258
21 C -1.27349 -2.67786 -2.75709
22 C -4.21709 -0.91601 1.37670
23 C -4.01774 0.57718 1.34918
24 C 1.49740 1.18291 1.04952
25 C 2.02754 1.62775 -0.30699
26 O 3.19000 2.43825 -0.26129
27 H -1.57842 2.30584 -3.14770
28 H -0.23693 1.17386 -3.08951
29 H 0.04295 2.85286 -3.58746
30 H -1.59939 0.78657 -5.14850
31 H -1.40056 2.47863 -5.60786
32 H 0.16293 -0.56780 -5.14303
33 H 1.02280 -1.25024 -7.38501
34 H 1.82015 0.33466 -7.53266
35 H 2.63781 -1.90094 -5.57155
36 H 3.73977 -0.72630 -6.33056
37 H 2.69749 1.09837 -4.97717
38 H 2.42240 1.54908 -2.79066
39 H 3.11425 -0.17933 -0.72363
40 H 0.18586 -0.37962 -1.40231
41 H 1.21317 -1.57977 -0.66207
42 H 0.60746 -0.75984 1.48284
43 H -1.49042 -1.43966 0.85575
44 H -4.55960 -0.12944 -1.18680
45 H -2.96553 0.54135 -1.50945
46 H -3.20079 -2.44308 -1.05237
47 H -3.73859 -1.78068 -2.60020
48 H -0.22865 -2.52504 -3.01982
49 H -1.34376 -3.51750 -2.05565
50 H -1.84586 -2.93216 -3.65647
51 H -5.11800 -1.32939 0.93973
52 H -3.84333 -1.45957 2.23544
53 H -3.50053 1.03947 2.17862
54 H -4.77973 1.19450 0.89072
55 H 0.99755 1.99864 1.56924
56 H 2.33073 0.83901 1.66632
57 H 1.25674 2.22165 -0.80700
58 H 3.96314 1.86693 -0.21157


Order of stability, best first: run A, run B


Run A
Molecular formula: C4H6OS2
Method: DFT, ωB97M-V/def2-TZVPD

Computed properties:
Charge: 0
LUMO energy in eV: -0.8
Highest occupied orbital energy in Eh: -0.311
Frontier orbital gap in eV: 7.62

CARTESIAN COORDINATES (ANGSTROEM)
1 C -1.65185 1.04197 1.23616
2 C -0.35517 -1.12243 -0.26375
3 C 1.07304 -0.52421 -0.21122
4 C 1.75959 -0.21964 -1.43317
5 H -0.95810 2.12247 0.73118
6 H -2.65750 1.48555 1.37981
7 H -1.37150 0.99431 2.52196
8 H 1.57760 -0.51372 0.78750
9 H 1.40052 -0.59625 -2.29347
10 H 2.90700 -0.41829 -1.33046
11 O 1.03650 0.88959 -0.66488
12 S -1.98112 -0.34749 0.07269
13 S -0.77902 -2.79186 -0.53236


Run B
Molecular formula: C4H6OS2
Method: DFT, ωB97M-V/def2-TZVPD

Computed properties:
Charge: 0
LUMO energy in eV: -1.2
Highest occupied orbital energy in Eh: -0.321
SMILES: COC(=S)C(C)=S
Frontier orbital gap in eV: 7.56

CARTESIAN COORDINATES (ANGSTROEM)
1 C -0.60981 1.90061 0.11446
2 O 0.57461 1.51650 0.69583
3 C 0.88566 0.27367 0.71583
4 S 2.38896 -0.08603 1.33990
5 C -0.15508 -0.82988 0.21963
6 C 0.25023 -1.75641 -0.85601
7 S -1.50091 -1.06269 1.15704
8 H -1.34066 1.63064 0.99734
9 H -1.03523 1.50184 -0.87146
10 H -0.52998 3.02939 -0.03894
11 H 0.74478 -2.73193 -0.31757
12 H 0.88843 -1.34449 -1.63918
13 H -0.56099 -2.04121 -1.51687


Run C
Molecular formula: C4H6OS2
Method: DFT, ωB97M-V/def2-TZVPD

Computed properties:
Charge: 0
LUMO energy in eV: -1.1
Highest occupied orbital energy in Eh: -0.323
SMILES: COC(=S)C(C)=S
Frontier orbital gap in eV: 7.71

CARTESIAN COORDINATES (ANGSTROEM)
1 C 0.25156 -1.96174 0.18803
2 O -0.98956 -1.47386 0.41010
3 C -1.07738 -0.10478 0.42814
4 S -2.50516 0.61701 0.58655
5 C 0.32583 0.78132 0.43461
6 C 0.19385 1.84985 -0.59386
7 S 1.52573 0.54069 1.47054
8 H 1.05291 -1.94554 0.81554
9 H 0.57505 -1.54777 -0.76914
10 H 0.04356 -3.04737 -0.15502
11 H -0.82374 1.95694 -0.86128
12 H 0.74495 1.58212 -1.58742
13 H 0.68240 2.75312 -0.36678


Order of stability, best first: run C, run B, run A